{"formula": "C18H21N3O2SSe2Zr", "method": "ωB97M-V/def2-TZVPD", "species": ["Zr", "O", "C", "C", "C", "O", "C", "Se", "C", "Se", "H", "H", "H", "H", "H", "H", "H", "H", "H", "H", "C", "C", "C", "C", "C", "C", "C", "C", "N", "H", "H", "H", "H", "H", "H", "C", "C", "C", "C", "N", "C", "S", "N", "H", "H", "H", "H", "H"], "xyz": [[-0.3510, -0.0021, -0.4602], [1.8132, 0.7474, -0.3931], [2.6665, 0.4321, 0.7204], [2.5294, -1.0139, 1.2028], [3.7637, -1.3050, 2.0876], [3.8108, -0.5508, 3.2821], [2.6254, -1.9678, 0.0043], [0.9951, -2.1412, -1.1364], [1.2612, -1.2833, 2.0501], [-0.1309, 0.1474, 2.1210], [2.1512, 0.2885, -1.1768], [2.3873, 1.1250, 1.5105], [3.7016, 0.6201, 0.4195], [4.6754, -1.1678, 1.4920], [3.7234, -2.3508, 2.3962], [4.0073, 0.3709, 3.0931], [2.8053, -2.9815, 0.3580], [3.4582, -1.6929, -0.6463], [1.5453, -1.4196, 3.0907], [0.7567, -2.1850, 1.7102], [-2.5991, 0.0909, -0.7204], [-2.4821, -1.3431, -0.5477], [-2.4564, -1.9138, 0.7478], [-2.1785, -3.2512, 0.9349], [-1.9224, -4.0805, -0.1609], [-1.9691, -3.5493, -1.4472], [-2.2293, -2.2065, -1.6376], [-1.6163, -5.4568, 0.0650], [-1.3645, -6.5596, 0.2725], [-3.1171, 0.6115, 0.0814], [-2.9046, 0.4116, -1.7114], [-2.7009, -1.2910, 1.5946], [-2.1654, -3.6731, 1.9315], [-1.7810, -4.1918, -2.2967], [-2.2659, -1.8072, -2.6443], [-1.6241, 5.9188, -2.1636], [-1.2315, 4.6143, -1.5472], [-1.1830, 4.4482, -0.1570], [-0.8613, 3.1993, 0.3148], [-0.5713, 2.1924, -0.5095], [-0.5735, 2.4456, -1.8457], [-0.1095, 1.1191, -2.8318], [-0.9185, 3.6213, -2.3692], [-0.7378, 6.5383, -2.3153], [-2.3155, 6.4608, -1.5201], [-2.0795, 5.7429, -3.1352], [-1.4030, 5.2625, 0.5173], [-0.8339, 2.9767, 1.3752]], "forces_ev_per_a": [[-0.2478, -1.1245, -0.2378], [0.4655, 0.1803, 0.0946], [0.1051, -0.1462, 0.2129], [0.1137, 0.0015, 0.0815], [-0.0920, -0.0515, -0.1736], [-0.0304, 0.0182, 0.1022], [-0.2753, 0.1143, -0.2471], [0.4926, -0.5036, 0.1841], [-0.0638, 0.0649, 0.0064], [0.1950, 0.0564, 0.3413], [0.0576, 0.0952, -0.1486], [-0.0113, 0.0704, -0.0233], [-0.0318, 0.0144, -0.0720], [0.0002, -0.0133, 0.0354], [0.0224, 0.0162, 0.0235], [0.0344, 0.0025, -0.0610], [0.0035, -0.0272, -0.0019], [0.0607, -0.0082, 0.0661], [-0.0103, 0.0947, 0.0244], [0.0628, -0.0445, -0.0098], [-0.2761, 0.1548, 0.0563], [-0.5676, -0.3713, -0.0212], [0.0246, -0.0244, -0.2384], [0.0186, -0.1545, -0.0521], [-0.1217, 0.4882, 0.0395], [0.0389, -0.2136, -0.0093], [0.0856, 0.2510, 0.0913], [0.1030, -0.3479, 0.0000], [-0.0258, 0.0622, -0.0320], [-0.0214, -0.0133, 0.0150], [-0.0239, 0.0433, 0.0015], [0.0573, 0.0124, 0.0459], [-0.0117, 0.0214, 0.0031], [0.0021, 0.0022, 0.0009], [0.0100, 0.0292, -0.0050], [-0.0327, -0.0128, -0.0102], [0.0722, -0.1045, 0.2084], [0.0090, 0.0165, -0.0961], [-0.0071, -0.0005, 0.1450], [-0.1595, 1.2249, -0.4817], [-0.0804, 0.4686, 0.2987], [0.0456, -0.3594, 0.0165], [-0.0015, 0.0428, -0.1778], [0.0041, -0.0074, 0.0116], [0.0197, 0.0367, -0.0145], [0.0060, 0.0048, -0.0045], [-0.0333, -0.0250, 0.0101], [0.0153, -0.0347, 0.0016]], "mulliken_charge": [0.104, -0.115, -1.758, 2.662, -1.345, -0.515, -1.843, -0.177, -1.208, -0.298, 0.419, 0.526, 0.478, 0.490, 0.455, 0.348, 0.547, 0.417, 0.528, 0.307, -0.894, 0.462, -0.138, -0.814, 0.867, -0.772, -0.592, -0.094, -0.512, 0.318, 0.404, 0.453, 0.487, 0.445, 0.352, -1.241, 1.041, -1.122, -0.134, 0.226, 0.460, -0.410, -0.618, 0.264, 0.368, 0.366, 0.355, 0.454], "lumo_ev": -0.4, "homo_energy_ha": -0.302, "orbital_gap_ev": 7.78}